Formula: C4H9N4O
Source: the Open Molecules 2025 dataset
Level of theory: wB97M-V/def2-TZVPD

Geometry as XYZ:
```
18
Properties=species:S:1:pos:R:3
C -1.21144 0.96756 -0.13109
C -1.82067 -0.21242 0.34408
C 1.59829 -0.85931 0.87300
C 2.24736 0.93581 -0.50353
N -0.99108 -0.38875 -1.68459
N -0.69585 0.71561 -1.27936
N -2.42881 -0.62046 1.44442
N 1.29667 0.08004 0.06960
O -1.73220 -1.08628 -0.70441
H -1.11614 2.00936 0.29599
H 0.89884 -1.48556 1.26765
H -0.81049 -0.69801 -2.59267
H 2.58189 -1.11074 1.02234
H 3.23313 0.55044 -0.45084
H 1.84155 1.03778 -1.55127
H 2.27239 1.86468 -0.09452
H -2.58939 -0.06089 2.20399
H -2.57406 -1.63885 1.47123
```

gap between HOMO and LUMO = 8.67 eV
energy relative to the best compared isomer or geometry (same formula, charge and spin) = 471.3 kJ/mol
total charge = +1
E_HOMO = -12.8 eV

Results of the Löwdin charge analysis, in e, for atoms 1 through 6:
1. C -0.05
2. C -0.26
3. C 0.02
4. C -0.12
5. N 0.08
6. N 0.08

=====

Formula: C6H9N
Source: the Open Molecules 2025 dataset
Level of theory: wB97M-V/def2-TZVPD

Geometry as XYZ:
```
16
Properties=species:S:1:pos:R:3
C -2.74158 -1.00548 0.46662
C -1.73927 -0.73390 -0.14430
C -0.52664 -0.36793 -0.88491
C 0.46885 0.40931 -0.03150
C 1.17794 -0.40229 1.02785
C 0.21272 1.84641 0.20076
N 1.20929 1.41583 -0.78658
H -3.63700 -1.24749 0.99554
H -0.04692 -1.27364 -1.28077
H -0.79542 0.25234 -1.74765
H 0.44749 -0.90396 1.67147
H 1.81661 0.22737 1.65840
H 1.80961 -1.17099 0.56663
H -0.67729 2.31660 -0.21400
H 0.56508 2.28309 1.13431
H 2.14721 1.52928 -0.40969
```

gap between HOMO and LUMO = 10.58 eV
energy relative to the best compared isomer or geometry (same formula, charge and spin) = 274.6 kJ/mol
E_HOMO = -9.6 eV

Results of the Löwdin charge analysis, in e, for atoms 1 through 6:
1. C 0.11
2. C -0.14
3. C -0.15
4. C -0.54
5. C -0.03
6. C -0.12

=====

Formula: CH2INO2
Source: the Open Molecules 2025 dataset
Level of theory: wB97M-V/def2-TZVPD

Geometry as XYZ:
```
7
Properties=species:S:1:pos:R:3
C -0.15310 -0.42396 0.31994
N 0.22835 0.92539 -0.00748
O 1.31323 1.14188 0.46132
O -0.53244 1.57172 -0.69695
I -2.06549 -1.13066 -0.04831
H 0.69641 -1.22032 -1.24663
H 0.51303 -0.86405 1.21810
```

gap between HOMO and LUMO (spin up / spin down) = 8.01 / 7.96 eV
energy relative to the best compared isomer or geometry (same formula, charge and spin) = 648.3 kJ/mol
E_HOMO (spin up / spin down) = -9.6 / -9.8 eV

Results of the Löwdin charge analysis, in e, for atoms 1 through 6:
1. C -0.67
2. N -0.56
3. O 0.05
4. O 0.02
5. I 0.83
6. H 0.22

=====

Formula: C2H6N2O
Source: the Open Molecules 2025 dataset
Level of theory: wB97M-V/def2-TZVPD

Geometry as XYZ:
```
11
Properties=species:S:1:pos:R:3
H -2.61086 0.56073 0.81371
N -2.53483 0.14640 -0.12779
C -1.40388 -0.40640 -0.35258
N -0.30793 -0.53687 0.45006
O 0.92816 -0.78269 -0.07587
C 1.69465 0.35377 -0.16694
H -1.25692 -0.82529 -1.37057
H -0.28659 -0.16666 1.41461
H 1.19296 1.01404 -0.84792
H 2.63778 -0.01548 -0.62064
H 1.94746 0.65844 0.88392
```

gap between HOMO and LUMO = 10.00 eV
energy relative to the best compared isomer or geometry (same formula, charge and spin) = 340.2 kJ/mol
E_HOMO = -9.1 eV

Results of the Löwdin charge analysis, in e, for atoms 1 through 6:
1. H 0.04
2. N 0.06
3. C -0.33
4. N -0.05
5. O -0.19
6. C -0.11

=====

Formula: C5H14NS2
Source: the Open Molecules 2025 dataset
Level of theory: wB97M-V/def2-TZVPD

Geometry as XYZ:
```
22
Properties=species:S:1:pos:R:3
N -1.79477 0.93643 -0.97087
C -1.96742 -0.04812 0.07708
C -3.44740 -0.37696 0.17195
C -1.20370 -1.42889 -0.12908
S 0.53459 -1.36588 -0.29252
S 1.35952 1.54313 -0.09271
C 3.13491 1.32824 0.23167
C 3.49434 -0.09031 0.63778
H -0.82768 1.21418 -1.07536
H 1.12360 0.34222 -0.69609
H -1.97523 0.49138 -1.87392
H -1.66302 0.42276 1.00868
H -3.99782 0.52643 0.40090
H -3.86366 -0.79933 -0.74249
H -3.63720 -1.05302 0.99352
H -1.42947 -2.08574 0.71200
H -1.63538 -1.90416 -1.01430
H 3.73740 1.71356 -0.58380
H 3.30048 1.99889 1.08148
H 4.54997 -0.17711 0.86159
H 2.90677 -0.41883 1.49140
H 3.30118 -0.76887 -0.19691
```

gap between HOMO and LUMO = 5.67 eV
energy relative to the best compared isomer or geometry (same formula, charge and spin) = 431.8 kJ/mol
total charge = +1
E_HOMO = -13.9 eV

Results of the Löwdin charge analysis, in e, for atoms 1 through 6:
1. N 0.07
2. C -0.46
3. C -0.05
4. C -0.51
5. S 0.95
6. S 0.89

=====

Formula: C12H14LuN7S
Source: the Open Molecules 2025 dataset
Level of theory: wB97M-V/def2-TZVPD

Geometry as XYZ:
```
35
Properties=species:S:1:pos:R:3
Lu 0.66271 1.08542 -0.89449
C 1.27460 -1.13301 2.92787
C 1.42085 -0.49378 1.59331
N 0.85412 0.62083 1.25084
N 0.10081 1.27946 2.19371
C -0.31287 2.46208 1.76761
N -1.02065 3.17863 2.63928
S -0.06221 3.24402 0.19836
C 2.27631 -1.14320 0.55567
C 3.09234 -2.21328 0.86078
C 3.89287 -2.76029 -0.13869
C 3.85562 -2.22839 -1.41407
C 3.01425 -1.15567 -1.64946
N 2.24090 -0.62053 -0.69638
H 0.49803 -0.64392 3.50411
H 2.21286 -1.05955 3.48551
H 1.05004 -2.19379 2.80875
H -1.17177 2.80147 3.56253
H -1.35435 4.10121 2.42102
H 3.11770 -2.61372 1.86295
H 4.54158 -3.59714 0.08473
H 4.45829 -2.62252 -2.21946
H 2.95893 -0.70879 -2.63557
N -4.32489 1.13188 -3.50113
C -3.56790 0.76690 -2.45956
C -2.15462 0.78729 -2.51777
N -1.44771 0.37196 -1.47168
C -2.07913 -0.04319 -0.36241
C -3.46475 0.01277 -0.30671
N -4.19499 0.40847 -1.33196
H -3.93279 1.39182 -4.38823
H -5.32749 1.11160 -3.40507
H -1.63002 1.14010 -3.39657
H -1.48828 -0.39129 0.47490
H -3.98836 -0.27387 0.59730
```

gap between HOMO and LUMO = 7.32 eV
total charge = +2
E_HOMO = -14.8 eV

Results of the Löwdin charge analysis, in e, for atoms 1 through 6:
1. Lu 1.62
2. C 0.00
3. C -0.24
4. N -0.18
5. N 0.01
6. C -0.82

=====

Formula: C64H54N2O9P4SiSr
Source: the Open Molecules 2025 dataset
Level of theory: wB97M-V/def2-TZVPD

Geometry as XYZ:
```
135
Properties=species:S:1:pos:R:3
Sr -0.33838 0.13443 0.47231
C 5.35564 3.05430 -0.44518
C 4.62104 4.01467 -1.13858
C 3.28863 3.78512 -1.44594
C 2.65623 2.59775 -1.06250
C 3.40685 1.64483 -0.37821
C 4.74904 1.86523 -0.07538
P 0.88415 2.22699 -1.46736
C 0.10653 3.88236 -1.54609
C 0.34627 4.85135 -0.57188
C -0.37276 6.03926 -0.55790
C -1.34733 6.27758 -1.52140
C -1.59682 5.32035 -2.49446
C -0.87777 4.12958 -2.50248
C 1.07775 1.70677 -3.22073
C 1.57408 2.60191 -4.17657
C 1.97743 2.15744 -5.42195
C 1.92514 0.79438 -5.70527
C 1.40000 -0.08523 -4.77278
C 0.90833 0.33979 -3.52352
Si -0.17954 -0.83706 -2.40103
C -1.86158 -0.61865 -3.37198
C -1.92282 -0.54517 -4.78023
C -3.08718 -0.25401 -5.47004
C -4.26126 0.01538 -4.77164
C -4.24372 -0.02978 -3.39258
C -3.07320 -0.36462 -2.69106
P -3.16005 -0.39962 -0.85606
C -4.18458 1.08948 -0.51330
C -5.35918 1.05986 0.22933
C -6.02237 2.24347 0.54801
C -5.51149 3.46489 0.13760
C -4.32785 3.50506 -0.59399
C -3.67234 2.32720 -0.91425
C -4.26071 -1.78643 -0.41606
C -4.20160 -2.21227 0.91067
C -5.03031 -3.22993 1.37116
C -5.91990 -3.84457 0.50009
C -5.97667 -3.43588 -0.82838
C -5.15607 -2.41090 -1.28303
C 0.55301 -2.52369 -2.94890
C 0.12472 -3.25132 -4.07543
C 0.81918 -4.35440 -4.54739
C 1.99436 -4.75947 -3.91790
C 2.42161 -4.08856 -2.78552
C 1.69483 -3.00669 -2.27131
P 2.20915 -2.24908 -0.66387
C 4.01083 -2.00078 -0.98807
C 5.06090 -2.61530 -0.31317
C 6.38315 -2.33644 -0.65977
C 6.66800 -1.44911 -1.68769
C 5.62460 -0.83293 -2.37084
C 4.31159 -1.10265 -2.01868
C 2.19875 -3.66869 0.49834
C 2.51670 -3.36796 1.82785
C 2.52952 -4.35437 2.80446
C 2.20905 -5.66542 2.46874
C 1.86587 -5.97243 1.15831
C 1.85737 -4.98088 0.17942
H 6.39653 3.23371 -0.20107
H 5.09005 4.94386 -1.44145
H 2.73109 4.54927 -1.97563
H 2.95177 0.70859 -0.07996
H 5.31425 1.10328 0.45134
H 1.10394 4.67870 0.18303
H -0.17542 6.77999 0.20865
H -1.90524 7.20623 -1.51409
H -2.35018 5.49806 -3.25343
H -1.07798 3.38954 -3.27100
H 1.66922 3.65522 -3.93426
H 2.35583 2.85945 -6.15540
H 2.27973 0.42276 -6.66047
H 1.35793 -1.14147 -5.02509
H -1.01643 -0.69082 -5.36002
H -3.07784 -0.21162 -6.55365
H -5.17294 0.27526 -5.29712
H -5.14629 0.22285 -2.84498
H -5.76715 0.11077 0.55882
H -6.94074 2.20464 1.12121
H -6.02840 4.38352 0.38738
H -3.90742 4.45342 -0.90645
H -2.74727 2.37183 -1.48244
H -3.50806 -1.74129 1.59822
H -4.96939 -3.54385 2.40709
H -6.56603 -4.64064 0.85300
H -6.66240 -3.91778 -1.51550
H -5.19888 -2.11741 -2.32472
H -0.77188 -2.93847 -4.60106
H 0.45838 -4.88771 -5.42063
H 2.56458 -5.59705 -4.30289
H 3.32748 -4.41452 -2.28244
H 4.86160 -3.32188 0.48586
H 7.19089 -2.82351 -0.12585
H 7.69607 -1.23728 -1.95700
H 5.83224 -0.13382 -3.17304
H 3.50529 -0.61313 -2.56158
H 2.74972 -2.34196 2.10251
H 2.78422 -4.09746 3.82650
H 2.21939 -6.44009 3.22684
H 1.60202 -6.98967 0.89207
H 1.58030 -5.23819 -0.83604
O -0.17407 2.25500 1.40733
C 0.92270 1.87437 1.90617
O 1.35273 0.68101 1.83105
C 1.78008 2.90669 2.58139
C 3.10350 2.61199 2.87894
C 3.88536 3.59720 3.42762
C 3.41630 4.85917 3.71480
C 2.09651 5.10518 3.41200
C 1.26367 4.16685 2.84754
N 1.56007 6.47639 3.69462
O 2.31917 7.26902 4.20479
O 0.41157 6.69647 3.38361
N 5.32448 3.29361 3.71743
O 5.97484 4.16481 4.24991
O 5.73190 2.19935 3.40181
H 3.50953 1.63447 2.66629
H 4.05114 5.61600 4.14736
H 0.24090 4.40936 2.58897
C -0.59324 -2.35118 5.36805
O 0.21425 -1.86705 4.27705
P -0.40861 -1.59708 2.83773
O -1.60893 -0.50806 3.15676
C -1.43436 0.65438 4.00119
O -1.47444 -2.79164 2.60508
C -1.19739 -3.81163 1.62001
H 0.08247 -2.55442 6.19251
H -1.11606 -3.25775 5.07544
H -1.32088 -1.59612 5.66461
H -2.31173 0.71240 4.63952
H -1.36915 1.55180 3.39234
H -0.54564 0.55267 4.62551
H -2.13598 -4.32537 1.43713
H -0.45049 -4.51145 1.98287
H -0.85170 -3.37030 0.68473
```

gap between HOMO and LUMO = 5.51 eV
E_HOMO = -6.3 eV

Results of the Löwdin charge analysis, in e, for atoms 1 through 6:
1. Sr 1.02
2. C -0.08
3. C -0.07
4. C -0.09
5. C -0.32
6. C -0.11

=====

Formula: C33H73NO3P
Source: the Open Molecules 2025 dataset
Level of theory: wB97M-V/def2-TZVPD

Geometry as XYZ:
```
111
Properties=species:S:1:pos:R:3
C 4.40650 2.02672 2.41059
C 4.96731 1.07778 1.35095
C 4.71385 -0.40198 1.67994
C 3.54192 -0.99311 0.89134
C 3.25948 -2.44438 1.25961
C 2.50503 -3.25179 0.20019
C 3.39674 -3.92305 -0.86312
C 3.07498 -3.52335 -2.30796
C 3.33228 -2.05060 -2.58594
C 3.06486 -1.61581 -4.02316
C 3.35852 -0.11387 -4.23058
C 2.10854 0.73377 -4.46325
C 1.34273 1.05047 -3.16564
C 0.50676 2.32162 -3.28593
C -0.38668 2.58638 -2.07985
C -1.45656 1.51339 -1.82986
C -2.84382 2.07196 -1.45693
C -3.62401 1.23808 -0.41030
C -5.02351 0.75443 -0.85557
C -5.15800 -0.76736 -1.01153
P -6.24190 -1.65240 0.32927
C -7.80593 -1.79193 -0.80072
N -9.07643 -1.66586 -0.05987
H 4.70459 1.72214 3.41113
H 3.31703 2.01649 2.37478
H 4.72920 3.05319 2.24556
H 4.53279 1.33777 0.38452
H 6.04282 1.24781 1.25990
H 5.60010 -0.97527 1.40237
H 4.53049 -0.50203 2.75065
H 3.77930 -0.88531 -0.16843
H 2.64863 -0.38748 1.06653
H 4.19516 -2.95938 1.48707
H 2.66509 -2.44941 2.17575
H 1.94794 -4.03686 0.71335
H 1.75198 -2.63862 -0.29753
H 4.44484 -3.66846 -0.68671
H 3.29930 -5.00538 -0.79120
H 3.72988 -4.10107 -2.96509
H 2.03879 -3.77415 -2.53987
H 4.37030 -1.81283 -2.33534
H 2.69177 -1.43551 -1.94874
H 2.00447 -1.77541 -4.23389
H 3.63058 -2.22240 -4.72973
H 3.86264 0.27409 -3.34212
H 4.05862 0.03206 -5.05469
H 1.42128 0.22924 -5.14206
H 2.40476 1.68705 -4.90764
H 2.05126 1.14550 -2.33866
H 0.68673 0.21447 -2.91107
H 1.19605 3.16232 -3.40340
H -0.09468 2.24847 -4.19532
H 0.24307 2.71779 -1.19694
H -0.88489 3.54725 -2.23269
H -1.56726 0.89527 -2.72243
H -1.12691 0.85090 -1.03054
H -2.73084 3.09062 -1.08098
H -3.44306 2.14527 -2.36511
H -3.72209 1.82777 0.50174
H -3.02372 0.36623 -0.15565
H -5.27721 1.23590 -1.80280
H -5.75283 1.10802 -0.12208
H -4.18009 -1.25203 -0.96121
H -5.56461 -1.00180 -2.00047
H -6.78258 -0.35973 0.83690
H -7.01419 -2.36951 1.37963
H -5.70528 -2.95397 -0.17718
H -5.10966 -1.54898 1.28623
H -7.79693 -2.76209 -1.30586
H -7.81225 -0.99527 -1.55128
H -9.05485 -2.32316 0.71290
H -9.06191 -0.74859 0.37391
C 0.46348 2.23427 6.15704
C 0.94764 3.64332 6.49247
C 2.44185 3.52680 6.21829
O 2.58253 2.57044 5.16886
C 1.34376 1.88565 4.96453
H -0.59845 2.17815 5.92463
H 0.66767 1.55750 6.98970
H 0.49374 4.36791 5.81324
H 0.73013 3.95129 7.51424
H 2.98057 3.16619 7.10214
H 2.89212 4.46828 5.90051
H 0.89748 2.23308 4.02687
H 1.54156 0.81704 4.87616
C -9.15908 1.27838 -3.32912
C -10.17602 0.49340 -2.50524
C -11.47898 1.16864 -2.90739
O -11.30793 1.60980 -4.26045
C -9.92772 1.51316 -4.62231
H -8.22259 0.74500 -3.48346
H -8.93257 2.23078 -2.84371
H -10.17791 -0.55487 -2.80603
H -9.99154 0.52471 -1.43483
H -11.68600 2.04239 -2.27840
H -12.33863 0.49891 -2.86107
H -9.80202 0.67264 -5.31446
H -9.63408 2.43021 -5.13660
C 9.92992 -1.34073 2.94319
C 9.00776 -1.92579 4.01123
C 7.67661 -1.96859 3.27265
O 7.98907 -2.18271 1.89463
C 9.38737 -1.99575 1.67920
H 10.98497 -1.55498 3.10805
H 9.80478 -0.25707 2.89111
H 9.32918 -2.93609 4.27422
H 8.96221 -1.33388 4.92403
H 7.13860 -1.01950 3.36764
H 7.02212 -2.77039 3.61600
H 9.85382 -2.97249 1.50795
H 9.52825 -1.38519 0.78660
```

gap between HOMO and LUMO = 5.09 eV
total charge = -1
E_HOMO = -3.1 eV

Results of the Löwdin charge analysis, in e, for atoms 1 through 6:
1. C -0.11
2. C -0.26
3. C -0.22
4. C -0.21
5. C -0.21
6. C -0.20